Here is C23H20BrF6N3O6S2Sn as an isolated structure from the Open Molecules 2025 dataset. Energies are from ωB97M-V with the def2-TZVPD basis set.

Summary:
Energy ... -5688.0289 hartree
HOMO level ... -8.082 eV
Charge ... 0
Kohn-Sham gap ... 8.26 eV
ΔE to the lowest compared entry with this formula, charge and spin ... 116.8 kJ/mol
E_LUMO ... 0.178 eV

XYZ file:
```
62
Properties=species:S:1:pos:R:3:lowdin_charge:R:1
Sn -0.3633 -0.2518 0.3137 1.298
Br 0.7212 0.4574 2.8745 0.833
C 1.9043 1.8518 2.2547 -0.530
C 2.7179 2.4463 3.1682 -0.126
C 3.5468 3.5067 2.7550 -0.078
C 3.5046 3.9384 1.4623 -0.034
C 2.6539 3.3219 0.5127 -0.163
C 2.5942 3.7958 -0.8169 -0.037
C 1.7672 3.2004 -1.7226 -0.069
C 0.9928 2.0871 -1.3446 -0.142
C 1.0091 1.5615 -0.0744 -0.246
C 1.8321 2.2175 0.8889 -0.223
H 2.7218 2.1147 4.1974 0.100
H 4.2020 3.9792 3.4746 0.105
H 4.1162 4.7717 1.1380 0.113
H 3.2013 4.6503 -1.0905 0.112
H 1.7073 3.5784 -2.7359 0.106
H 0.3325 1.6630 -2.0949 0.075
F -4.5737 3.0665 1.7292 0.149
C -3.6165 3.2073 0.8165 -0.682
F -4.0780 3.9284 -0.1965 0.155
F -2.5785 3.8370 1.3612 0.148
S -3.0288 1.5439 0.2768 0.547
O -2.0261 1.7665 -0.7404 -0.360
O -2.5253 0.9759 1.5050 -0.385
N -4.3344 0.8733 -0.2967 -0.282
S -4.0859 -0.1700 -1.4641 0.588
O -2.8976 -0.9720 -1.2828 -0.385
O -5.2801 -0.8563 -1.8215 -0.263
C -3.6923 0.8749 -2.9925 -0.647
F -2.4327 0.6688 -3.4105 0.108
F -3.8775 2.1756 -2.7971 0.134
F -4.5021 0.4938 -3.9846 0.128
C 2.5968 -6.4331 0.5890 0.000
N 2.0849 -5.1745 0.0773 -0.070
N 1.6812 -4.1665 0.9371 0.061
C 1.7791 -2.9485 0.2867 -0.408
O 1.4177 -1.8819 0.8117 -0.191
C 2.3124 -3.2389 -1.0039 0.068
C 2.5088 -4.5863 -1.0736 -0.257
C 3.0975 -5.4002 -2.1706 -0.006
C 0.8960 -4.4257 2.0859 -0.191
C 1.0341 -3.6041 3.1977 -0.010
C 0.2424 -3.8325 4.3122 -0.065
C -0.6648 -4.8816 4.3295 -0.081
C -0.7971 -5.6979 3.2161 -0.073
C -0.0286 -5.4655 2.0865 -0.025
H 2.3585 -6.5134 1.6448 0.090
H 3.6806 -6.4912 0.4706 0.096
H 2.1351 -7.2713 0.0683 0.097
H 2.4790 -2.4950 -1.7624 0.115
H 3.1934 -4.7814 -3.0590 0.089
H 2.4712 -6.2613 -2.4036 0.090
H 4.0904 -5.7650 -1.8997 0.089
H 1.7425 -2.7886 3.1757 0.108
H 0.3400 -3.1822 5.1714 0.109
H -1.2759 -5.0584 5.2046 0.105
H -1.5143 -6.5078 3.2126 0.107
H -0.1597 -6.0730 1.2003 0.116
O 0.2854 -1.0440 -2.1781 -0.103
H 0.1071 -0.2392 -2.6815 0.037
H -0.5056 -1.5907 -2.2965 0.055
```